50
Properties=species:S:1:pos:R:3 method="wB97M-V/def2-TZVPD" e_homo_ev=-8.02 de_lowest_kj_mol=161.2 smiles="COc1ccc(-n2c(=O)cc(N3CCN(c4ccccc4)CC3)[nH]c2=O)cc1" orbital_gap_ev=8.54 lumo_energy_ev=0.521 spin_multiplicity=1
C 7.1728 -0.9862 1.0305
O 6.1879 -1.4679 0.1492
C 4.8816 -1.1999 0.4240
C 4.4308 -0.4723 1.5196
C 3.0748 -0.2614 1.7008
C 2.1617 -0.7617 0.7899
N 0.7628 -0.5368 0.9740
C -0.0847 -1.6651 1.0559
O 0.3854 -2.7837 1.0334
C -1.4824 -1.3683 1.1584
C -1.9538 -0.0907 1.1677
N -3.2878 0.2295 1.2043
C -4.2206 -0.5553 0.4149
C -4.5015 0.1943 -0.9209
N -3.5190 1.2268 -1.1577
C -2.2484 0.8863 -1.6358
C -1.8802 -0.4315 -1.9162
C -0.6128 -0.7318 -2.3799
C 0.3245 0.2647 -2.5803
C -0.0408 1.5793 -2.3485
C -1.3082 1.8883 -1.8977
C -3.6484 2.2612 -0.1515
C -3.7243 1.6096 1.2612
N -1.0317 0.9232 1.1913
C 0.3358 0.7580 1.0463
O 1.0517 1.7317 0.9885
C 2.6043 -1.4898 -0.3068
C 3.9520 -1.7094 -0.4847
H 8.1248 -1.3156 0.6169
H 7.1624 0.1072 1.0868
H 7.0522 -1.4034 2.0355
H 5.1204 -0.0667 2.2426
H 2.7299 0.3043 2.5522
H -2.1337 -2.2213 1.2187
H -3.7962 -1.5372 0.2261
H -5.1447 -0.6812 0.9869
H -5.4758 0.6910 -0.8730
H -4.5232 -0.4955 -1.7631
H -2.5685 -1.2465 -1.7630
H -0.3595 -1.7646 -2.5704
H 1.3205 0.0257 -2.9185
H 0.6674 2.3758 -2.5183
H -1.5657 2.9279 -1.7606
H -4.5644 2.8294 -0.3488
H -2.8094 2.9506 -0.2151
H -3.1439 2.1636 1.9998
H -4.7601 1.5891 1.6120
H -1.3197 1.8895 1.1585
H 1.8890 -1.8879 -1.0078
H 4.3166 -2.2751 -1.3272